*A*
Entry from the Open Molecules 2025 dataset: a cluster of 6 separate species, C24H66N6O6 in total (ωB97M-V/def2-TZVPD).

SMILES: COC[C@H](C)N.COC[C@H](C)N.COC[C@H](C)N.COC[C@H](C)N.COC[C@H](C)N.COC[C@H](C)N
highest occupied orbital energy: -8.8 eV
frontier orbital gap: 9.53 eV

Geometry as ORCA input:
```
! RIJCOSX wB97M-V def2-TZVPD def2/J DEFGRID3
* xyz 0 1
C -20.803 -3.136 -20.279
O -19.719 -2.941 -19.355
C -18.739 -2.034 -19.878
C -18.974 -0.529 -19.448
C -17.868 0.363 -19.790
N -19.250 -0.472 -18.006
H -20.364 -3.851 -20.975
H -21.077 -2.302 -20.925
H -21.701 -3.637 -19.917
H -17.792 -2.386 -19.471
H -18.609 -1.978 -20.959
H -19.804 -0.104 -20.013
H -17.826 0.425 -20.878
H -16.890 -0.027 -19.507
H -18.073 1.359 -19.400
H -19.936 -1.073 -17.573
H -18.513 -0.986 -17.545
C -19.873 5.521 -21.807
O -18.788 5.165 -22.614
C -17.919 6.264 -22.780
C -16.461 5.753 -23.000
C -15.389 6.426 -22.175
N -16.131 6.071 -24.369
H -19.547 6.171 -20.995
H -20.328 4.625 -21.386
H -20.731 6.038 -22.238
H -18.233 6.968 -23.550
H -17.828 6.910 -21.907
H -16.403 4.698 -22.732
H -15.366 6.164 -21.118
H -15.449 7.514 -22.142
H -14.435 6.092 -22.582
H -16.511 6.955 -24.676
H -15.135 6.206 -24.264
C -21.559 6.409 -15.991
O -21.205 7.410 -16.927
C -22.133 8.427 -17.004
C -21.548 9.469 -17.888
C -22.211 10.874 -17.892
N -21.492 8.880 -19.240
H -22.616 6.161 -15.892
H -21.192 6.632 -14.989
H -21.045 5.486 -16.260
H -23.062 8.049 -17.431
H -22.463 8.931 -16.095
H -20.498 9.573 -17.614
H -21.784 11.449 -18.713
H -22.175 11.455 -16.970
H -23.257 10.820 -18.194
H -21.367 7.942 -18.886
H -20.567 9.187 -19.502
C -27.141 -3.520 -20.798
O -27.291 -2.164 -20.417
C -26.884 -1.221 -21.382
C -27.096 0.154 -20.695
C -26.971 1.304 -21.696
N -26.145 0.440 -19.683
H -26.108 -3.825 -20.965
H -27.777 -3.873 -21.611
H -27.594 -4.123 -20.011
H -25.846 -1.360 -21.686
H -27.609 -1.340 -22.187
H -28.146 0.301 -20.444
H -27.613 1.207 -22.571
H -26.005 1.243 -22.198
H -27.068 2.274 -21.209
H -25.196 0.312 -20.003
H -26.257 -0.285 -18.989
C -26.300 -6.690 -18.729
O -25.743 -5.386 -19.110
C -24.971 -4.737 -18.058
C -24.330 -3.379 -18.529
C -23.078 -3.135 -17.691
N -25.267 -2.240 -18.403
H -26.792 -7.223 -19.543
H -26.982 -6.575 -17.887
H -25.470 -7.300 -18.374
H -25.617 -4.705 -17.181
H -24.250 -5.492 -17.743
H -23.873 -3.648 -19.481
H -22.296 -3.881 -17.832
H -23.372 -3.255 -16.649
H -22.547 -2.205 -17.893
H -26.071 -2.377 -18.999
H -25.666 -2.245 -17.475
C -23.490 4.706 -18.385
O -22.292 4.254 -19.024
C -22.306 3.004 -19.592
C -22.486 1.880 -18.558
C -21.399 1.905 -17.412
N -22.496 0.677 -19.307
H -23.252 5.528 -17.711
H -23.975 3.977 -17.735
H -24.206 5.187 -19.052
H -23.082 2.984 -20.357
H -21.407 2.822 -20.181
H -23.483 1.935 -18.121
H -20.453 2.148 -17.895
H -21.284 0.948 -16.904
H -21.586 2.731 -16.725
H -22.769 -0.125 -18.757
H -21.522 0.530 -19.529
*
```

Mulliken atomic charge list, values in e, 99 entries: C -0.709; O -0.329; C -1.043; C 1.121; C -1.801; N -0.515; H 0.455; H 0.320; H 0.080; H 0.402; H 0.422; H 0.118; H 0.402; H 0.327; H 0.405; H 0.166; H 0.289; C -0.165; O -0.379; C -0.550; C 0.575; C -1.642; N -0.705; H 0.307; H -0.216; H 0.327; H 0.230; H 0.339; H 0.224; H 0.376; H 0.352; H 0.451; H 0.255; H 0.269; C -0.902; O -0.331; C -0.611; C 0.514; C -1.547; N -0.826; H 0.428; H 0.386; H 0.197; H 0.293; H 0.427; H 0.318; H 0.362; H 0.375; H 0.333; H 0.348; H 0.282; C -0.892; O -0.512; C -0.566; C 0.379; C -1.713; N -0.573; H 0.357; H 0.429; H 0.199; H 0.218; H 0.478; H 0.338; H 0.438; H 0.359; H 0.360; H 0.188; H 0.345; C -0.846; O -0.203; C -1.018; C 0.571; C -1.552; N -0.374; H 0.262; H 0.344; H 0.312; H 0.398; H 0.495; H 0.104; H 0.501; H 0.480; H -0.038; H 0.495; H 0.281; C -0.309; O -0.148; C -0.911; C 0.506; C -1.281; N -0.462; H -0.283; H 0.296; H 0.350; H 0.346; H 0.236; H 0.452; H 0.215; H 0.331

---

*B*
Entry from the Open Molecules 2025 dataset: a structure of composition C24H66N6O6 (ωB97M-V/def2-TZVPD).

highest occupied orbital energy: -8.0 eV
frontier orbital gap: 8.63 eV

Geometry as ORCA input:
```
! RIJCOSX wB97M-V def2-TZVPD def2/J DEFGRID3
* xyz 0 1
C -27.967 -7.364 -0.302
C -26.684 -6.675 -0.786
C -26.854 -5.556 -1.862
O -27.226 -6.145 -3.131
C -27.632 -5.197 -4.169
N -26.197 -6.137 0.465
H -28.530 -7.869 -1.086
H -28.612 -6.620 0.166
H -27.849 -8.134 0.461
H -26.010 -7.458 -1.133
H -25.847 -5.144 -1.932
H -27.464 -4.707 -1.553
H -28.518 -4.583 -4.008
H -27.867 -5.720 -5.096
H -26.801 -4.620 -4.576
H -25.861 -6.881 1.059
H -25.330 -5.653 0.279
C -27.183 -7.884 -10.371
C -27.964 -6.854 -9.540
C -27.286 -6.143 -8.348
O -27.110 -7.286 -7.531
C -26.896 -7.073 -6.095
N -28.474 -5.757 -10.358
H -26.281 -7.320 -10.607
H -27.584 -8.089 -11.363
H -27.021 -8.771 -9.759
H -28.841 -7.382 -9.164
H -28.015 -5.444 -7.938
H -26.352 -5.654 -8.623
H -26.748 -8.010 -5.557
H -27.742 -6.609 -5.587
H -25.977 -6.604 -5.743
H -29.124 -5.369 -9.690
H -29.058 -6.101 -11.107
C -24.672 0.264 -6.698
C -25.461 -0.536 -7.733
C -24.982 -1.982 -7.907
O -25.814 -2.819 -8.646
C -25.481 -4.208 -8.952
N -26.849 -0.405 -7.337
H -23.629 0.405 -6.982
H -24.821 -0.284 -5.767
H -25.023 1.282 -6.532
H -25.431 -0.107 -8.734
H -24.905 -2.468 -6.934
H -23.959 -2.112 -8.258
H -24.524 -4.103 -9.464
H -26.309 -4.647 -9.509
H -25.229 -4.853 -8.110
H -26.948 -0.644 -6.361
H -27.350 -1.027 -7.956
C -33.549 -4.043 -7.577
C -32.145 -3.715 -6.967
C -31.255 -4.967 -6.730
O -30.958 -5.523 -8.033
C -30.190 -6.596 -8.231
N -31.473 -2.862 -7.890
H -33.500 -4.527 -8.553
H -34.234 -3.220 -7.781
H -34.001 -4.762 -6.894
H -32.119 -3.204 -6.005
H -31.741 -5.708 -6.095
H -30.316 -4.738 -6.226
H -29.215 -6.465 -7.763
H -30.028 -6.788 -9.292
H -30.672 -7.515 -7.897
H -30.990 -3.546 -8.455
H -32.276 -2.464 -8.355
C -25.612 -8.894 -15.805
C -25.901 -9.876 -14.695
C -26.375 -9.003 -13.468
O -25.175 -8.580 -12.784
C -25.364 -7.763 -11.688
N -26.839 -10.872 -15.125
H -25.176 -9.314 -16.712
H -24.867 -8.142 -15.543
H -26.531 -8.399 -16.120
H -24.922 -10.294 -14.458
H -26.954 -9.503 -12.692
H -26.901 -8.101 -13.782
H -25.645 -8.292 -10.778
H -26.170 -7.058 -11.893
H -24.545 -7.138 -11.333
H -26.217 -11.490 -15.626
H -27.107 -11.517 -14.396
C -28.784 -5.226 -13.661
C -29.781 -5.519 -12.515
C -31.176 -5.545 -12.874
O -32.068 -6.105 -11.879
C -32.163 -5.176 -10.743
N -29.457 -6.927 -12.094
H -27.760 -5.521 -13.431
H -28.746 -4.162 -13.897
H -29.021 -5.718 -14.605
H -29.693 -4.768 -11.730
H -31.225 -6.158 -13.774
H -31.486 -4.532 -13.129
H -32.512 -4.186 -11.037
H -31.291 -4.966 -10.123
H -32.990 -5.633 -10.200
H -30.361 -7.272 -11.803
H -29.340 -7.483 -12.930
*
```

Mulliken atomic charge list, values in e, 99 entries: C -1.461; C 0.693; C -0.713; O -0.265; C -1.041; N -0.753; H 0.310; H 0.369; H 0.383; H 0.236; H 0.265; H 0.351; H 0.360; H -0.121; H 0.439; H 0.267; H 0.239; C -3.233; C 2.038; C -1.565; O -0.377; C -0.781; N -0.674; H 1.052; H -0.055; H 0.441; H 1.127; H 0.616; H 0.014; H 0.385; H 0.476; H 0.392; H -0.097; H 0.674; C -1.440; C 0.370; C -0.646; O -0.251; C -0.497; N -0.652; H 0.352; H 0.354; H 0.384; H 0.296; H 0.253; H 0.318; H 0.522; H -0.173; H 0.458; H 0.245; H 0.281; C -1.274; C 0.285; C -0.526; O -0.038; C -0.883; N -0.756; H 0.215; H 0.481; H 0.343; H 0.369; H 0.398; H 0.065; H 0.576; H 0.344; H 0.116; H 0.298; H 0.311; C -1.536; C 0.387; C -0.064; O -0.418; C -0.936; N -0.758; H 0.408; H 0.315; H 0.320; H 0.292; H 0.421; H -0.038; H 0.411; H 0.023; H 0.257; H 0.298; H 0.263; C -1.554; C 0.716; C -1.301; O -0.459; C -0.573; N -0.502; H 0.269; H 0.384; H 0.396; H 0.140; H 0.489; H 0.442; H 0.412; H 0.205

---

Going by the energies, *A* is most stable and the next is 0.3765 hartree up.

---

*A*
Entry from the Open Molecules 2025 dataset: an isolated molecule of C2H4N2OS (ωB97M-V/def2-TZVPD).

SMILES: [H]/N=C(\N)OC=S
highest occupied orbital energy: -8.8 eV
frontier orbital gap: 9.02 eV

Geometry as ORCA input:
```
! RIJCOSX wB97M-V def2-TZVPD def2/J DEFGRID3
* xyz 0 1
H 1.789 1.449 0.047
N 0.761 1.285 -0.074
C 0.466 0.036 -0.042
N 1.224 -1.085 0.020
O -0.816 -0.452 -0.221
C -1.821 0.363 -0.007
S -3.386 -0.173 -0.003
H 2.358 -0.847 0.376
H 0.976 -2.006 -0.153
H -1.552 1.429 0.058
*
```

Here is what natural (NBO) gives for the atomic charges, in e: H 0.359; N -0.764; C 0.683; N -0.820; O -0.494; C 0.064; S -0.064; H 0.400; H 0.419; H 0.216

---

*B*
Entry from the Open Molecules 2025 dataset: an isolated molecule of C2H4N2OS (ωB97M-V/def2-TZVPD).

highest occupied orbital energy: -8.1 eV
frontier orbital gap: 9.01 eV

Geometry as ORCA input:
```
! RIJCOSX wB97M-V def2-TZVPD def2/J DEFGRID3
* xyz 0 1
C -0.674 1.712 -0.760
C -0.314 0.927 0.306
N 1.410 1.366 -1.329
N 1.000 -1.209 -0.334
O 0.258 2.016 -1.616
S 1.371 0.506 0.037
H -1.684 1.919 -1.052
H -0.805 0.569 1.242
H 1.699 -1.923 -0.582
H 0.256 -1.160 -0.950
*
```

Here is what natural (NBO) gives for the atomic charges, in e: C 0.167; C -0.615; N -0.581; N -1.076; O -0.272; S 1.146; H 0.214; H 0.267; H 0.389; H 0.362

---

*C*
Entry from the Open Molecules 2025 dataset: a structure of composition C2H4N2OS (ωB97M-V/def2-TZVPD).

highest occupied orbital energy: -9.2 eV
frontier orbital gap: 9.03 eV

Geometry as ORCA input:
```
! RIJCOSX wB97M-V def2-TZVPD def2/J DEFGRID3
* xyz 0 1
C 0.846 0.811 0.710
C -0.736 -0.809 -0.132
H -1.113 0.594 -2.300
H 0.890 2.225 0.831
H 0.985 -1.414 1.638
H -0.494 -1.498 0.785
N 0.124 0.204 -0.456
N 1.040 0.004 1.754
O -1.641 -1.110 -0.829
S 0.099 0.993 -2.001
*
```

Here is what natural (NBO) gives for the atomic charges, in e: C 0.238; C 0.534; H 0.147; H 0.244; H 0.348; H 0.136; N -0.643; N -0.633; O -0.569; S 0.197

---

Going by the energies, *A* is most stable and the next is 0.1072 hartree up.

---

*A*
Entry from the Open Molecules 2025 dataset: an isolated molecule of C5H10N2O (ωB97M-V/def2-TZVPD).

SMILES: C/C=C(O)\N=C(\C)N
highest occupied orbital energy: -6.9 eV
frontier orbital gap: 7.69 eV

Geometry as ORCA input:
```
! RIJCOSX wB97M-V def2-TZVPD def2/J DEFGRID3
* xyz 0 1
C -0.667 1.074 1.546
C -1.209 0.782 0.168
C -1.367 -0.519 -0.325
O -2.513 -0.967 -0.914
N -0.318 -1.334 -0.394
C 0.784 -0.581 -0.564
C 2.013 -0.926 0.226
N 1.022 0.068 -1.745
H -0.158 0.206 1.962
H -1.467 1.354 2.240
H 0.026 1.922 1.527
H -1.935 1.521 -0.174
H -3.245 -0.417 -0.609
H 2.739 -0.113 0.225
H 1.741 -1.159 1.250
H 2.476 -1.803 -0.232
H 0.226 0.259 -2.335
H 1.849 0.633 -1.852
*
```

Here is what natural (NBO) gives for the atomic charges, in e: C -0.620; C -0.499; C 0.501; O -0.676; N -0.601; C 0.588; C -0.690; N -0.773; H 0.204; H 0.200; H 0.191; H 0.181; H 0.483; H 0.215; H 0.242; H 0.252; H 0.408; H 0.394

---

*B*
Entry from the Open Molecules 2025 dataset: a structure of composition C5H10N2O (ωB97M-V/def2-TZVPD).

highest occupied orbital energy: -8.6 eV
frontier orbital gap: 8.84 eV

Geometry as ORCA input:
```
! RIJCOSX wB97M-V def2-TZVPD def2/J DEFGRID3
* xyz 0 1
C -0.666 -0.364 0.139
C 0.876 0.863 -0.952
C -0.689 -1.566 -0.769
C 1.820 1.388 0.083
N -0.230 -0.583 1.431
O -0.762 0.908 -0.240
C -2.667 0.228 0.459
N -3.371 -0.074 1.337
H -0.516 0.161 2.060
H 0.269 -1.442 1.611
H 0.621 1.581 -1.726
H 1.224 -0.035 -1.461
H -0.757 -1.274 -1.817
H -1.581 -2.153 -0.524
H 0.184 -2.207 -0.632
H 1.374 2.195 0.663
H 2.155 0.590 0.749
H 2.715 1.785 -0.411
*
```

Here is what natural (NBO) gives for the atomic charges, in e: C 0.724; C -0.144; C -0.728; C -0.656; N -0.811; O -0.501; C -0.053; N -0.529; H 0.440; H 0.411; H 0.217; H 0.203; H 0.246; H 0.283; H 0.223; H 0.236; H 0.212; H 0.228

---

Going by the energies, *A* is most stable and the next is 0.1028 hartree up.

---

*A*
Entry from the Open Molecules 2025 dataset: a structure of composition C5H10N2O (ωB97M-V/def2-TZVPD).

highest occupied orbital energy: -7.9 eV
frontier orbital gap: 8.49 eV

Geometry as ORCA input:
```
! RIJCOSX wB97M-V def2-TZVPD def2/J DEFGRID3
* xyz 0 1
C 0.311 1.320 2.316
C 0.020 0.018 0.149
C 0.293 -1.360 0.853
C 0.108 0.542 -1.141
C 0.022 -0.224 -2.448
H 1.432 0.913 2.924
H -0.396 0.621 2.762
H 0.070 2.324 2.735
H -0.638 2.048 0.411
H -0.599 -1.796 1.515
H 1.036 -1.246 1.746
H 0.493 -2.058 0.097
H 0.315 1.747 -1.203
H -1.681 -1.113 -2.095
H -0.829 -1.606 -3.624
N 0.017 1.153 0.969
N -0.737 -1.343 -2.533
O 0.760 0.061 -3.434
*
```

Here is what natural (NBO) gives for the atomic charges, in e: C -0.398; C 0.233; C -0.670; C -0.416; C 0.619; H 0.165; H 0.178; H 0.226; H 0.402; H 0.230; H 0.247; H 0.244; H 0.236; H 0.382; H 0.409; N -0.623; N -0.830; O -0.635

---

*B*
Entry from the Open Molecules 2025 dataset: a cluster of 2 separate species, C5H10N2O in total (ωB97M-V/def2-TZVPD).

SMILES: CN(C)C=O.C=C=N
highest occupied orbital energy: -9.2 eV
frontier orbital gap: 9.98 eV

Geometry as ORCA input:
```
! RIJCOSX wB97M-V def2-TZVPD def2/J DEFGRID3
* xyz 0 1
C 0.852 0.686 2.506
N 0.198 0.550 1.228
C 0.674 1.395 0.165
C -0.806 -0.326 1.073
O -1.236 -1.062 1.932
H 0.378 -0.006 3.200
H 0.749 1.707 2.881
H 1.914 0.446 2.420
H 0.507 2.447 0.412
H 1.746 1.241 0.017
H 0.155 1.157 -0.762
H -1.215 -0.308 0.047
C -0.409 -2.218 -2.232
C -0.675 -0.998 -2.562
N -0.801 0.201 -2.723
H -0.976 -2.722 -1.471
H 0.376 -2.768 -2.715
H -1.430 0.580 -3.417
*
```

Here is what natural (NBO) gives for the atomic charges, in e: C -0.423; N -0.425; C -0.413; C 0.535; O -0.632; H 0.244; H 0.192; H 0.192; H 0.188; H 0.191; H 0.236; H 0.107; C -0.651; C 0.432; N -0.664; H 0.255; H 0.247; H 0.388

---

Going by the energies, *B* is most stable and the next is 0.0934 hartree up.